1.
{
  "formula": "C7H19N5",
  "method": "ωB97M-V with the def2-TZVPD basis set",
  "e_tot_ha": -551.1574,
  "gap_ev": 8.786,
  "e_homo_ev": -15.5998,
  "charge": 2,
  "max_force_ev_per_a": 4.88,
  "e_above_lowest_kj_mol": 411.3,
  "symbols": ["C", "C", "C", "C", "C", "C", "C", "N", "N", "N", "N", "N", "H", "H", "H", "H", "H", "H", "H", "H", "H", "H", "H", "H", "H", "H", "H", "H", "H", "H", "H"],
  "positions_angstrom": [[0.3386, 1.6446, -0.1016], [2.6048, 0.4541, 0.1190], [1.5974, -0.5128, -0.6373], [1.4040, -0.0650, -2.1226], [-2.7464, 0.8261, 1.2030], [-1.8084, 0.5096, -0.0684], [-0.1265, -1.6752, 0.8702], [-0.0560, 2.7838, -0.6301], [-0.4310, 0.5856, 0.1179], [0.3013, -0.6635, 0.0152], [2.7959, 0.4258, 1.3988], [-1.0556, -2.6430, 0.1269], [3.1287, 1.2676, -0.4894], [2.0857, -1.5505, -0.5129], [0.6802, -0.7285, -2.7139], [2.3257, -0.1606, -2.6512], [0.9482, 0.8932, -2.0891], [-2.9408, 1.9083, 1.4600], [-3.7457, 0.4220, 1.0201], [-2.3960, 0.4309, 2.1535], [-2.1896, -0.4225, -0.5184], [-2.1776, 1.3032, -0.7815], [-0.8351, -1.3031, 1.6908], [0.7487, -2.2489, 1.3411], [-1.0980, 3.1571, -0.7906], [3.4802, 1.1071, 1.8363], [2.3584, -0.3327, 1.9308], [0.6884, 3.3198, -1.1171], [-1.4157, -3.3081, 0.8155], [-1.8964, -2.1721, -0.3479], [-0.5674, -3.2521, -0.5268]]
}

=====

2.
{
  "formula": "C2H10NO3",
  "method": "ωB97M-V with the def2-TZVPD basis set",
  "e_tot_ha": -362.6717,
  "gap_ev": 8.148,
  "e_homo_ev": -3.9845,
  "charge": -1,
  "max_force_ev_per_a": 3.59,
  "e_above_lowest_kj_mol": 93.8,
  "symbols": ["C", "N", "C", "O", "H", "H", "H", "H", "H", "H", "H", "H", "O", "H", "H", "O"],
  "positions_angstrom": [[1.6363, 1.3331, -1.0409], [1.3119, -0.0139, -1.4078], [0.3240, -0.5868, -0.3211], [-0.7666, 0.1734, -0.0243], [2.2188, 1.9435, -1.7397], [2.3059, 1.3441, -0.1643], [0.7517, 1.9645, -0.8212], [0.7238, 0.0605, -2.3383], [0.9521, -0.6584, 0.4742], [0.2510, -1.5909, -0.7427], [-2.6139, -2.1816, 0.3457], [-1.7562, -1.0263, -0.3445], [-2.3636, -1.8059, -0.4969], [-0.1404, 0.3565, 2.0474], [0.1138, 1.7784, 2.5058], [0.1613, 0.8361, 2.8716]]
}

=====

3.
{
  "formula": "ClFeNO3Pt2",
  "method": "ωB97M-V with the def2-TZVPD basis set",
  "e_tot_ha": -2240.4760,
  "gap_ev": [6.835, 4.790],
  "e_homo_ev": [-25.9266, -25.4650],
  "charge": 4,
  "multiplicity": 9,
  "max_force_ev_per_a": 9.48,
  "symbols": ["Fe", "Pt", "Pt", "N", "O", "O", "O", "Cl"],
  "positions_angstrom": [[1.1906, -3.1621, -2.4810], [-0.0241, -3.0143, 2.0626], [-2.1250, 0.0917, -0.3113], [0.2478, 1.9563, 0.3294], [-0.0909, 2.7717, 1.2493], [-0.1104, 0.8636, 0.4591], [0.9852, 2.3503, -0.6640], [-0.0732, -1.8573, -0.6443]]
}

=====

4.
{
  "formula": "C3H5BiO3",
  "method": "ωB97M-V with the def2-TZVPD basis set",
  "e_tot_ha": -557.3835,
  "gap_ev": [6.401, 6.412],
  "e_homo_ev": [-7.7253, -7.7423],
  "charge": 0,
  "max_force_ev_per_a": 4.33,
  "e_above_lowest_kj_mol": 172.6,
  "symbols": ["H", "C", "C", "O", "C", "O", "Bi", "O", "H", "H", "H", "H"],
  "positions_angstrom": [[-0.0573, 1.8717, -1.3024], [0.0866, 1.5173, -0.2630], [0.1972, 0.0083, -0.2292], [1.1746, -0.8719, 0.3577], [0.8761, -2.0584, 0.7740], [0.5703, -2.7517, -0.3160], [-2.8308, 2.5102, 0.7560], [-0.9932, 1.7074, 0.6234], [1.0090, 1.9070, 0.2095], [-0.7127, 0.1195, 0.7403], [0.2638, -0.2916, -1.2891], [0.4163, -3.6678, -0.0614]]
}

=====

5.
{
  "formula": "C35H47N5O2PtSi",
  "method": "ωB97M-V with the def2-TZVPD basis set",
  "e_tot_ha": -2194.9317,
  "gap_ev": [7.159, 7.156],
  "e_homo_ev": [-7.4857, -7.4872],
  "charge": 0,
  "max_force_ev_per_a": 3.81,
  "e_above_lowest_kj_mol": 101.8,
  "symbols": ["Pt", "C", "Si", "C", "N", "C", "C", "C", "C", "C", "C", "C", "C", "C", "C", "C", "C", "C", "C", "C", "C", "C", "H", "H", "H", "H", "H", "H", "H", "H", "H", "H", "H", "H", "H", "H", "H", "H", "H", "H", "H", "H", "H", "H", "H", "H", "C", "C", "C", "C", "C", "C", "C", "C", "C", "C", "O", "O", "H", "H", "H", "H", "H", "H", "H", "H", "H", "H", "H", "C", "N", "C", "N", "C", "N", "C", "N", "C", "C", "H", "H", "H", "H", "H", "H", "H", "H", "H", "H", "H", "H"],
  "positions_angstrom": [[0.1556, 0.5193, 0.0265], [-0.7845, 1.1132, -1.7482], [-0.5269, -0.0147, -3.2334], [1.3162, -0.5277, -3.0266], [1.5747, -0.7941, -1.6146], [2.9198, -0.4517, -1.1809], [4.0131, -1.3249, -1.8216], [3.5160, -2.7617, -2.0249], [2.4150, -3.0842, -1.0228], [1.2050, -2.1593, -1.2136], [-1.6459, -1.5481, -3.3904], [-1.1915, -2.7620, -3.8988], [-2.0334, -3.8532, -4.0168], [-3.3617, -3.7473, -3.6433], [-3.8413, -2.5403, -3.1651], [-2.9902, -1.4573, -3.0420], [-0.8173, 0.8914, -4.8895], [-1.4534, 2.1290, -4.9033], [-1.7286, 2.7906, -6.0868], [-1.3724, 2.2200, -7.2977], [-0.7363, 0.9894, -7.3057], [-0.4678, 0.3346, -6.1168], [-1.8419, 1.3055, -1.5735], [-0.3107, 2.0752, -1.9836], [1.9407, 0.3066, -3.3410], [1.5916, -1.3821, -3.6513], [2.9399, -0.5746, -0.0983], [3.1042, 0.6036, -1.3978], [4.8806, -1.3160, -1.1601], [4.3276, -0.9023, -2.7767], [4.3421, -3.4635, -1.9076], [3.1272, -2.8924, -3.0363], [2.8101, -2.9711, -0.0136], [2.0892, -4.1187, -1.1325], [0.6462, -2.1149, -0.2697], [0.5368, -2.5634, -1.9747], [-0.1606, -2.8631, -4.2138], [-1.6547, -4.7878, -4.4056], [-4.0208, -4.5978, -3.7324], [-4.8817, -2.4417, -2.8930], [-3.3706, -0.5180, -2.6690], [-1.7348, 2.5800, -3.9631], [-2.2241, 3.7508, -6.0653], [-1.5917, 2.7308, -8.2252], [-0.4544, 0.5390, -8.2471], [0.0224, -0.6289, -6.1383], [3.8193, -1.8552, 7.3210], [3.2421, -1.2259, 6.0896], [2.0669, -0.5002, 6.1371], [1.4537, -0.0005, 4.9936], [0.2047, 0.8084, 5.1695], [2.0288, -0.2548, 3.7444], [3.2711, -0.8999, 3.6954], [3.9819, -1.0604, 2.3852], [3.8562, -1.3774, 4.8561], [1.3539, 0.0491, 2.4235], [1.4639, 1.1710, 1.8663], [0.7173, -0.8726, 1.8575], [3.3081, -1.5097, 8.2149], [4.8790, -1.6354, 7.4189], [3.7116, -2.9377, 7.2614], [1.5995, -0.3135, 7.0950], [0.0315, 0.9965, 6.2264], [-0.6670, 0.2918, 4.7761], [0.2869, 1.7687, 4.6675], [4.0532, -0.0973, 1.8798], [3.4321, -1.7519, 1.7478], [4.9876, -1.4479, 2.5349], [4.8118, -1.8810, 4.7980], [-1.5351, 1.6326, 2.5387], [-1.8417, 1.7306, 1.1107], [-3.1981, 1.2065, 0.9107], [-4.1796, 1.9439, 1.6916], [-3.8228, 1.8428, 3.1031], [-2.4870, 2.3669, 3.3599], [-2.4577, 3.7653, 2.9474], [-2.7850, 3.9171, 1.5329], [-1.8265, 3.1538, 0.7483], [-4.1093, 3.3498, 1.3027], [-0.5364, 2.0399, 2.7053], [-1.5591, 0.5773, 2.8194], [-3.2188, 0.1536, 1.2036], [-3.4692, 1.2851, -0.1441], [-3.8616, 0.7918, 3.4047], [-4.5462, 2.4148, 3.6916], [-1.4570, 4.1669, 3.1260], [-3.1854, 4.3246, 3.5422], [-0.8213, 3.5493, 0.9172], [-2.0827, 3.2572, -0.3078], [-4.3474, 3.4340, 0.2375], [-4.8426, 3.9157, 1.8845]]
}

=====

6.
{
  "formula": "C3H8NO",
  "method": "ωB97M-V with the def2-TZVPD basis set",
  "e_tot_ha": -248.9652,
  "gap_ev": 5.334,
  "e_homo_ev": -1.8012,
  "charge": -1,
  "max_force_ev_per_a": 3.48,
  "e_above_lowest_kj_mol": 318.7,
  "symbols": ["C", "O", "H", "H", "H", "C", "C", "N", "H", "H", "H", "H", "H"],
  "positions_angstrom": [[2.5288, -1.4819, -0.5074], [2.3677, -0.1766, -0.2240], [3.3506, -1.5944, -1.2999], [1.6573, -2.0619, -0.8934], [3.0540, -2.0917, 0.2837], [-1.1288, 0.2815, -0.3889], [-2.3059, 1.5809, 1.2463], [-2.1423, 0.4704, 0.6809], [-0.2271, 0.8275, -0.1384], [-0.8540, -0.7540, -0.5328], [-1.4840, 0.7882, -1.3027], [-2.1143, 1.7142, 2.3245], [-2.7020, 2.4977, 0.7522]]
}

=====

What is the formula in the third record?
ClFeNO3Pt2

=====

Which of these has the highest charge?
ClFeNO3Pt2